Entry 1:
120
Properties=species:S:1:pos:R:3:forces:R:3 method="wB97M-V/def2-TZVPD" spin_multiplicity=1 largest_force_ev_per_a=4.4 relative_energy_kj_mol=1033.7
H -2.815663 -0.886029 1.322380 0.64 0.99 0.00
H -3.973243 -0.355195 1.981233 -0.35 1.21 -0.01
O -3.094651 -0.011980 1.697161 -0.65 -3.50 -1.27
H -2.980310 4.530098 -2.177647 -1.30 0.33 0.38
H -2.413868 3.094306 -1.606680 -0.35 0.48 -0.27
O -2.362984 3.826575 -2.275942 0.98 -1.16 0.03
H 1.403518 -4.472633 -1.588829 0.99 0.34 0.23
H 1.592665 -4.625518 -2.956859 -0.33 -0.28 -1.96
O 2.152195 -4.439455 -2.228150 -0.55 -0.09 1.51
H -1.272751 -3.552997 -3.503194 0.09 -0.09 -0.27
H -1.441239 -5.037952 -3.978584 -0.22 -0.60 -1.48
O -1.329271 -4.477930 -3.241840 0.24 0.73 1.87
H -4.046686 2.566492 -3.577526 -0.46 0.64 0.39
H -2.766110 1.803031 -3.859247 -2.27 0.05 -1.14
O -3.712173 1.985862 -4.248654 2.71 -1.01 0.82
H -4.823160 -2.062972 -3.125108 0.53 0.02 2.35
O -4.610648 -2.009724 -2.129247 0.22 -1.64 -1.73
H 1.508649 0.429570 2.226991 -0.52 -0.88 -0.74
O 1.586898 0.930509 3.021987 0.43 0.81 0.79
H 4.732390 -1.628898 2.863064 0.58 -0.27 1.88
H 3.534042 -2.881309 2.906939 1.72 1.63 0.20
O 4.004377 -2.104681 2.502696 -1.81 -0.64 -1.38
H -4.365333 -0.449723 3.525730 -1.20 0.31 0.11
H -5.897138 -0.537789 3.362263 0.28 0.23 -0.23
O -5.128906 -0.047020 3.027382 0.12 -0.68 1.14
H 4.253132 0.728488 3.667822 0.48 -0.10 1.53
H 4.059869 0.937998 5.252607 -0.24 0.22 -0.03
O 4.493444 0.409804 4.586769 0.24 -0.40 -0.56
H -0.214441 2.667099 1.268976 0.02 -0.83 0.55
H 0.325547 3.866757 0.675351 0.94 -0.42 0.03
O 0.652960 2.981062 0.962670 -0.95 1.38 -0.22
H 1.369841 -3.058380 0.033845 1.01 -0.32 0.37
O 0.521559 -3.200850 -0.391010 -0.78 1.01 -0.45
H 5.126319 2.763336 1.299195 0.02 -0.14 0.01
H 4.894913 2.109135 -0.058503 0.31 1.49 0.86
O 5.021407 3.001811 0.372657 -0.18 -1.12 -0.76
H -1.010520 -1.875994 -5.206122 0.14 -0.85 0.24
H -0.982877 -0.498048 -5.600009 0.13 1.19 -0.30
O -1.604902 -1.140003 -5.288442 -1.53 -0.08 -0.63
H -0.527625 2.448965 -0.791489 0.16 -0.41 0.39
H -0.940482 1.161842 -0.039687 -0.49 1.20 -0.17
O -1.252949 1.807200 -0.705705 0.13 0.00 -0.43
H -2.135242 2.286613 2.241887 1.08 0.33 -0.67
H -1.991493 0.814165 2.064923 2.04 2.13 -0.60
O -1.417149 1.699405 1.924863 -1.77 -1.95 2.07
H 0.756339 -1.041347 -1.768659 -0.50 0.02 -0.62
H -0.389886 -0.605285 -0.777817 0.14 -0.21 -0.73
O 0.430054 -0.327692 -1.212501 0.22 -0.06 1.02
H -4.824307 3.634383 0.410847 0.47 -0.37 -0.74
H -4.776151 2.291475 1.262941 0.31 -0.33 -0.72
O -5.076317 3.195448 1.209166 -1.19 0.46 1.41
H 2.340703 -0.399992 -1.025531 1.27 2.95 1.01
O 2.836774 0.464072 -0.757566 -1.67 -1.51 0.72
H -0.359520 6.045380 -1.387846 -0.67 -0.82 1.00
H -1.485413 4.913604 -1.297934 2.08 1.14 1.27
O -0.810896 5.455700 -0.727391 -0.78 -0.28 -1.97
H 0.991385 -3.393847 2.231964 0.39 -0.75 0.55
O 0.786220 -4.042354 2.931392 -2.14 1.46 -1.40
H 6.383593 -1.910763 -1.222096 -2.86 -2.41 1.20
H 5.090341 -2.270466 -0.277114 1.36 0.13 -1.23
O 5.654423 -2.649262 -0.991065 1.84 2.02 -0.35
H 1.029892 -1.582136 -4.545474 0.30 0.55 -0.33
H -0.145767 -1.014850 -3.560471 1.06 -1.49 -1.20
O 0.331449 -1.841793 -3.949782 -0.53 0.91 2.19
H 2.422910 2.324290 -2.885912 0.46 -0.47 -0.86
H 1.683195 0.993567 -3.710810 0.92 0.56 -1.02
O 1.796953 1.605800 -2.998664 -1.53 0.20 1.69
H 0.188353 4.027116 -4.182767 -0.59 -0.21 0.17
H -1.335570 3.656907 -3.807346 1.07 0.27 -0.50
O -0.571448 3.468134 -4.410305 -0.41 0.21 0.22
H -0.118337 4.156853 3.513016 1.08 0.50 0.28
H 1.396746 3.962608 3.723755 0.44 -0.52 -0.21
O 0.709496 4.612983 3.804166 -1.58 0.02 -0.13
H 2.897688 3.381699 0.154385 -0.42 0.72 -1.43
H 2.010602 4.403507 -0.690576 0.00 0.04 0.39
O 2.530493 3.601268 -0.747382 0.75 -0.51 0.27
H 0.527631 -1.314332 6.284759 0.31 1.05 -0.21
H 0.391752 -2.755617 6.078942 -0.30 -0.50 -0.28
O 0.126235 -2.069707 6.686873 0.00 -0.31 0.63
H -2.064080 -3.998552 1.593238 0.27 -2.07 1.11
H -1.195551 -3.572369 0.211508 -1.81 0.03 2.65
O -1.926201 -3.366353 0.936457 1.53 2.24 -3.50
H -0.667899 -3.651207 3.759609 -1.40 0.26 2.95
H -1.093053 -4.410796 5.067224 -0.15 0.19 -0.04
O -1.239563 -3.548671 4.650749 1.50 -0.84 -2.81
H 3.207318 1.019489 2.330867 -1.34 0.48 0.29
H 4.298612 0.217212 1.654158 -0.12 0.88 0.76
O 4.137423 1.038935 2.135160 0.85 -0.28 -0.51
H 3.873874 -2.727516 0.911321 -0.69 -0.48 0.49
O 3.247940 -3.400624 0.572534 0.42 -0.16 -1.38
H 4.633234 -0.396822 0.508269 -1.48 -0.99 0.33
H 4.721767 0.255411 -0.855598 1.20 -0.98 2.22
O 5.293919 -0.082026 -0.058687 0.86 1.49 -3.48
H 2.155665 1.043664 -0.287566 1.09 -1.05 -1.34
H -4.187103 -2.895406 -1.906808 -0.73 1.64 -0.57
H 1.530415 -4.483146 3.251957 2.01 -0.89 0.43
H 0.767102 1.440504 3.013483 -0.12 0.08 -0.02
H 0.436163 -2.378959 -0.923192 -0.23 -1.17 0.43
H 3.701939 -3.758136 -0.223688 -0.67 -0.03 0.44
O -0.332246 -0.925879 2.661383 0.79 1.72 1.26
H -1.147828 -1.015661 3.145160 -0.43 -0.52 0.03
H -0.240360 -1.535713 1.974132 -0.59 -1.76 -1.46
O 2.492679 -1.495551 -6.031792 -0.38 -0.07 0.44
H 2.910151 -1.150900 -5.227380 0.18 -0.35 -0.32
H 2.308136 -2.436305 -5.875994 0.39 0.32 -0.03
O -2.661979 3.963343 2.134910 0.55 -0.33 0.61
H -2.691126 4.849287 1.833842 0.42 1.48 -0.69
H -3.492608 3.902769 2.590790 -0.93 -0.34 0.28
O -1.786332 -1.117507 -2.373690 -0.68 -1.31 -0.88
H -2.203050 -1.019579 -3.259106 0.81 -0.08 0.11
H -2.507574 -0.781632 -1.863248 -0.50 0.31 0.87
O -3.619615 -2.203506 4.200877 -0.84 1.32 0.35
H -3.215468 -2.688282 3.501029 0.58 -0.81 -0.46
H -4.105706 -2.827755 4.740282 0.13 -0.21 0.10
O -4.327803 0.899560 -1.323008 0.42 -0.37 0.74
H -4.456635 0.843568 -2.258192 -0.34 0.38 -1.30
H -4.007310 -0.002056 -1.177940 -0.41 0.18 0.56
O -0.994441 0.986774 -3.269025 1.26 1.06 0.17
H -0.657004 1.838884 -3.566265 -0.08 0.62 -1.68
H -0.437328 1.101111 -2.465872 -0.89 -1.29 0.30

---

Entry 2:
120
Properties=species:S:1:pos:R:3:forces:R:3 method="wB97M-V/def2-TZVPD" spin_multiplicity=1 largest_force_ev_per_a=2.8 relative_energy_kj_mol=716.2
H 4.389548 -1.744867 -2.843335 -0.13 -0.24 -0.21
H 4.512764 -0.300773 -3.361662 0.58 -0.28 -0.52
O 4.490454 -0.834243 -2.571562 0.66 0.23 1.04
H -0.015252 1.109994 -6.515861 0.52 0.10 -0.30
H -0.461383 0.349431 -5.346589 0.27 -0.46 0.26
O 0.221935 0.313400 -6.030935 -0.44 0.20 0.19
H -1.093602 1.542717 5.300060 -1.17 -0.12 0.01
H -2.243711 1.135065 6.299289 -0.01 -0.20 -0.37
O -1.536395 1.758331 6.137077 0.85 0.74 0.75
H -2.433763 3.891270 4.346285 -0.68 -0.05 0.44
H -3.880421 3.892563 3.793005 0.38 0.30 0.38
O -3.362928 3.683427 4.588444 0.00 -0.45 -0.13
H 4.548411 -3.363974 0.497024 0.00 0.01 -0.62
H 5.818447 -3.983747 -0.039102 0.00 -0.17 -0.14
O 4.860299 -4.068841 -0.095559 0.22 0.20 0.24
H 1.521648 0.340087 5.936072 0.13 -0.17 -0.37
O 0.666111 0.414066 5.496031 0.37 0.34 0.78
H 1.536316 -1.777424 -1.408435 0.62 0.46 -0.30
O 0.978073 -1.070889 -1.074928 -0.75 -0.26 0.56
H 2.434820 -0.336597 1.727112 -0.20 -0.03 0.24
H 2.264636 0.869324 0.774068 -0.27 -0.11 0.15
O 2.791196 0.518814 1.495210 0.47 0.69 -0.21
H -2.034745 1.652857 -1.338341 -0.62 0.45 0.13
H -0.819500 1.608152 -0.627073 0.22 0.37 0.48
O -1.498070 2.269683 -0.816098 -0.15 -0.56 -0.56
H -0.191606 6.580483 -0.901562 0.65 -0.48 -0.40
H -0.148266 5.097952 -0.299625 0.56 0.06 -0.49
O -0.463684 5.991668 -0.201879 -1.29 0.37 1.17
H 1.945847 -2.185472 -4.699089 -0.06 0.37 0.12
H 0.745528 -2.538051 -5.588302 0.05 0.38 -0.12
O 1.706301 -2.597748 -5.533872 0.01 -0.53 0.07
H 3.136681 -4.310990 -3.530044 -0.33 -0.01 -0.18
O 2.591118 -4.281923 -2.733460 0.58 0.11 0.02
H -1.152496 -6.616152 -0.868900 0.29 0.17 -0.14
H -2.452444 -5.882620 -0.622756 -0.12 0.17 -0.21
O -1.599244 -5.786530 -1.076712 -0.35 -0.48 0.17
H -1.667936 -4.037255 -0.523959 -0.11 0.61 -0.18
H -1.768498 -4.189398 0.879268 -0.49 0.32 0.60
O -1.808100 -3.452629 0.250702 0.65 -0.86 -0.32
H 2.140528 0.292307 -4.478215 -0.14 0.16 0.07
H 3.040171 0.316839 -3.182157 -0.71 0.00 -0.15
O 2.270723 -0.096389 -3.602017 -0.53 0.14 -0.28
H -5.020927 -4.843278 0.558378 -0.35 0.07 0.12
H -3.953605 -3.730338 0.747031 -0.04 0.08 -0.06
O -4.085942 -4.654683 0.516597 0.17 -0.47 -0.14
H 5.778543 -0.121081 2.243958 -0.20 0.94 -0.77
H 5.465504 -1.570948 2.502071 -0.17 0.02 -0.04
O 5.801823 -0.775175 2.920145 0.25 -0.92 0.87
H 1.503725 5.823392 2.906278 0.26 0.00 0.03
H 0.719311 4.565977 3.107046 0.25 0.03 0.34
O 1.595017 4.947127 3.297309 -0.26 0.01 -0.34
H -1.554875 5.321873 3.555615 -0.26 0.16 -0.51
O -1.146259 4.488151 3.312254 0.83 -0.34 0.32
H -3.793382 -3.321871 -4.102411 -0.03 -0.02 -0.05
H -2.325274 -2.901694 -4.195588 -0.12 -0.03 -0.30
O -3.229954 -2.544849 -4.160176 0.13 -0.07 0.27
H -2.196822 2.812594 -4.772547 0.03 0.23 0.09
O -1.470033 2.612060 -5.372692 -0.22 -0.22 0.17
H 0.070006 -1.164589 3.391911 -0.29 0.84 0.87
H -0.697955 0.245787 2.936561 0.21 0.33 1.59
O -0.268109 -0.576395 2.722441 0.11 -0.72 -2.27
H 3.444915 2.016252 -1.309261 -0.40 -0.31 0.49
H 3.266662 3.465695 -1.791102 -0.33 0.02 0.16
O 3.823415 2.689165 -1.860316 0.71 -0.05 -0.77
H -5.946554 1.252338 0.808723 0.34 -0.13 0.91
H -5.904326 2.417301 -0.006392 0.08 0.85 0.01
O -5.800295 2.202232 0.928001 -0.33 -0.47 -0.82
H 2.455912 5.381986 -0.894781 0.51 -0.41 -0.60
H 2.190737 5.618241 -2.515543 0.65 -0.86 -0.08
O 2.012817 5.841408 -1.611479 -0.95 1.39 0.76
H -0.239583 -3.253399 0.829330 -0.10 0.57 0.74
H 0.878926 -3.166802 2.045766 -0.85 -0.12 0.23
O 0.581519 -2.850849 1.189797 0.60 0.16 -0.66
H 2.301112 -1.873300 0.879904 -0.33 -0.81 -0.26
H 3.044015 -3.176132 1.399125 -0.87 -0.28 0.00
O 3.138638 -2.256058 1.161475 1.32 0.60 0.29
H -0.756711 -0.017658 0.709370 -0.36 -0.42 0.38
H -0.749308 -0.938775 -0.451450 0.19 -0.39 -0.11
O -1.351125 -0.360985 0.024756 -0.06 0.46 -0.06
H -2.711933 2.066852 3.932225 -0.50 0.08 0.27
H -2.655032 0.589936 3.384838 -0.65 0.29 0.30
O -2.130932 1.349637 3.637439 0.82 -0.29 -0.81
H -0.045587 -1.006173 -3.048782 0.09 -0.35 0.58
H -1.345094 -1.928720 -2.902066 0.44 -0.01 0.40
O -0.900402 -1.250206 -3.409366 -0.39 1.08 -0.98
H -3.853277 -0.500617 -3.091410 -0.10 -0.11 -0.27
H -2.891594 0.442654 -3.714801 0.18 -0.02 0.00
O -3.742783 0.444462 -3.264632 0.05 -0.06 0.28
H -0.587382 -4.664686 5.036663 0.16 -1.22 0.33
O -0.304907 -4.839683 4.144375 0.06 2.31 -1.56
H 1.537561 -5.297273 1.906119 0.11 -0.29 0.25
H 1.320234 -4.420368 0.709615 0.28 -0.54 -0.10
O 1.669383 -5.307167 0.956296 -0.13 0.38 -0.21
H -1.646739 4.025085 2.638632 -0.41 0.36 -0.35
H 0.210037 1.043999 6.092453 0.04 -0.55 -0.15
H -1.874258 1.984493 -5.979493 -0.13 0.04 -0.21
H 1.282332 -0.179837 -1.257430 0.67 -0.35 -0.60
H 3.245909 -4.498628 -2.050157 -0.28 0.05 0.27
H -0.039977 -5.664920 3.771734 -0.17 -1.10 1.11
O 0.541182 3.428534 -2.249723 0.79 0.01 -0.34
H 0.184495 2.746649 -2.825605 -0.14 0.00 0.01
H -0.221916 3.902915 -1.917024 -0.30 -0.14 0.01
O -0.561264 -3.979820 -4.005773 -0.29 -0.29 0.31
H 0.367797 -3.824511 -4.188457 0.40 0.11 -0.28
H -0.518416 -4.411254 -3.147526 -0.20 -0.32 0.14
O -4.136446 4.600292 2.071766 -0.04 -0.54 -0.94
H -3.755947 4.694070 1.185789 0.23 0.47 0.23
H -4.618041 3.771733 1.915103 -0.36 -0.11 0.23
O -4.303721 -0.151378 -0.208417 0.09 -0.30 -0.96
H -3.530991 -0.654584 -0.511295 0.23 -0.02 0.74
H -4.451497 0.353613 -1.017455 -0.30 0.33 0.04
O -4.069824 -0.691163 2.505590 -0.31 -0.26 1.51
H -4.604712 -0.822403 1.725086 0.45 0.30 -0.59
H -3.149922 -0.557320 2.281439 0.03 -0.41 -1.11
O 4.391293 4.091753 0.667240 -1.04 0.33 -0.42
H 5.101352 4.720696 0.797425 0.33 -0.32 0.11
H 4.731918 3.237626 0.393061 0.50 0.21 -0.05
O 4.505700 3.120882 3.137925 0.99 -0.18 0.05
H 4.270211 3.049566 4.062985 -0.54 -0.01 -0.11
H 3.732126 3.210631 2.577897 -0.30 0.21 0.40

---

Number 1: frontier orbital gap 9.808 eV, HOMO -10.312 eV. Number 2: frontier orbital gap 9.553 eV, HOMO -10.035 eV.